Record 1
A molecular structure, C25H52N2O7SSi2 at a distorted geometry. Source: the OMol25 dataset; level of theory: ωB97M-V/def2-TZVPD.

Atoms and positions in Å:
C -3.200 7.049 2.243
C -2.428 6.493 2.984
Si -1.187 5.717 4.125
O 0.048 4.954 3.288
Si -0.384 3.770 2.205
O 0.064 2.327 2.855
C 0.309 1.251 1.929
C -0.491 0.003 2.335
O -0.777 -0.698 1.122
C -2.056 -1.309 1.132
C -2.318 -1.898 -0.257
S 0.684 4.270 0.334
C -0.502 4.125 -1.020
O 1.824 3.396 0.125
O 0.997 5.687 0.440
H -3.926 7.647 1.743
H -1.904 4.756 4.982
H -0.577 6.801 4.906
H -1.831 3.874 1.963
H 0.025 1.470 0.899
H 1.368 1.009 2.000
H 0.093 -0.658 2.979
H -1.439 0.274 2.807
H -2.075 -2.114 1.876
H -2.836 -0.577 1.375
H -1.965 -2.925 -0.322
H -1.731 -1.301 -0.959
H -3.372 -1.843 -0.521
H -0.592 5.106 -1.481
H -1.485 3.869 -0.616
H -0.185 3.374 -1.741
C 3.643 3.797 -2.328
C 3.591 2.868 -3.564
C 5.003 2.411 -3.947
C 5.831 3.482 -4.656
C 5.061 4.074 -5.835
C 3.682 4.601 -5.435
N 2.912 3.557 -4.702
O 2.440 2.687 -5.541
C 3.837 5.874 -4.582
C 2.916 5.039 -6.681
C 2.785 1.644 -3.134
H 2.822 4.512 -2.335
H 3.547 3.231 -1.410
H 4.579 4.351 -2.250
H 4.932 1.538 -4.605
H 5.523 2.080 -3.046
H 6.124 4.269 -3.956
H 6.761 3.038 -5.018
H 5.638 4.883 -6.290
H 4.947 3.305 -6.606
H 2.867 6.215 -4.216
H 4.263 6.673 -5.189
H 4.497 5.754 -3.727
H 2.836 4.242 -7.419
H 3.436 5.872 -7.155
H 1.909 5.371 -6.425
H 1.757 1.915 -2.885
H 3.240 1.206 -2.247
H 2.761 0.872 -3.903
C -3.141 -8.266 2.100
C -2.320 -6.966 1.925
C -1.150 -6.942 2.915
C -1.556 -6.619 4.352
C -2.401 -5.348 4.405
C -3.614 -5.406 3.475
N -3.202 -5.772 2.090
O -2.672 -4.746 1.501
C -4.647 -6.407 4.026
C -4.324 -4.054 3.470
C -1.757 -7.009 0.505
H -4.187 -8.112 1.834
H -2.765 -9.053 1.447
H -3.100 -8.664 3.114
H -0.419 -6.195 2.587
H -0.641 -7.908 2.884
H -2.096 -7.458 4.798
H -0.658 -6.482 4.958
H -2.739 -5.167 5.427
H -1.773 -4.494 4.131
H -5.480 -6.524 3.332
H -5.049 -6.039 4.969
H -4.239 -7.393 4.234
H -3.658 -3.237 3.199
H -4.712 -3.842 4.467
H -5.164 -4.056 2.774
H -2.557 -6.990 -0.237
H -1.191 -7.930 0.369
H -1.080 -6.181 0.304

Calculated values
Energy relative to the best compared isomer or geometry (same formula, charge and spin) (kcal per mole): 0.0
Spin multiplicity: 3
Electronic energy (eV): -70668.431
Expectation value of S²: 2.008
Frontier orbital gap (alpha / beta) (Eh): 0.319 / 0.339



Record 2
A molecular structure, C15H29N4RhSi. Source: the OMol25 dataset; level of theory: ωB97M-V/def2-TZVPD.

Atoms and positions in Å:
Rh 0.506 -0.411 -0.195
C 2.678 -1.353 1.677
C 1.455 -0.864 2.458
N 0.804 0.239 1.695
C 1.573 1.524 1.736
C 1.397 2.284 0.432
N 1.464 1.358 -0.732
C 2.813 0.975 -1.227
C 3.486 -0.015 -0.288
N 2.520 -1.050 0.215
H 3.596 -0.897 2.043
H 2.788 -2.427 1.811
H 0.711 -1.652 2.548
H 1.721 -0.523 3.460
H -0.123 0.391 2.088
H 1.232 2.124 2.580
H 2.614 1.279 1.925
H 0.411 2.748 0.401
H 2.143 3.078 0.349
H 0.973 1.806 -1.501
H 2.662 0.528 -2.210
H 3.445 1.857 -1.356
H 4.315 -0.497 -0.806
H 3.917 0.497 0.568
H 2.678 -1.906 -0.304
C -2.303 2.332 -0.659
Si -2.184 0.931 -1.896
C -1.271 1.423 -3.433
C -3.809 0.124 -2.268
N -1.169 -0.351 -1.117
C -1.521 -1.298 -0.185
C -2.488 -1.090 0.842
C -2.569 -1.973 1.880
C -1.689 -3.086 1.972
C -0.761 -3.308 0.997
C -0.655 -2.417 -0.105
H -3.307 2.761 -0.670
H -1.613 3.144 -0.901
H -2.109 2.009 0.367
H -1.762 2.288 -3.885
H -1.286 0.614 -4.166
H -0.224 1.705 -3.283
H -4.412 0.786 -2.894
H -4.389 -0.081 -1.366
H -3.679 -0.812 -2.814
H -3.162 -0.246 0.770
H -3.320 -1.831 2.646
H -1.795 -3.778 2.796
H -0.141 -4.195 1.017
H -0.158 -2.743 -1.014

Calculated values
Electronic energy (eV): -32858.521
Net charge: +2
Frontier orbital gap (alpha / beta) (Eh): 0.285 / 0.285



Record 3
A molecular structure, C20H27BrNO2PRu at a distorted geometry. Source: the OMol25 dataset; level of theory: ωB97M-V/def2-TZVPD.

Atoms and positions in Å:
C -2.642 0.282 -3.504
C -2.260 -0.858 -2.800
C -1.419 -0.775 -1.682
C -1.024 0.518 -1.259
C -1.273 1.649 -2.070
C -2.145 1.533 -3.161
C -1.055 -2.025 -0.964
C -0.329 -3.126 -1.784
N 0.995 -2.792 -2.211
Ru -0.523 1.052 0.607
C -0.593 2.954 -1.760
P 0.650 2.533 -0.442
H -2.621 -1.844 -3.093
H -2.405 2.427 -3.732
H -3.332 0.177 -4.337
H -1.277 3.714 -1.342
H -0.075 3.388 -2.633
H -0.439 -1.830 -0.082
H -1.986 -2.492 -0.597
H -0.221 -3.989 -1.106
C 1.258 4.053 0.304
C 2.059 1.912 -1.428
H -0.925 -3.441 -2.653
C 1.273 -2.290 -3.517
C 2.088 -2.860 -1.290
H -1.937 1.997 1.129
H 1.859 -3.026 -4.100
H 0.333 -2.066 -4.044
H 1.884 -1.373 -3.449
H 2.845 -3.583 -1.642
H 2.588 -1.880 -1.200
H 1.721 -3.168 -0.302
H 2.459 2.691 -2.089
H 2.839 1.597 -0.723
H 1.761 1.044 -2.032
H 0.913 4.934 -0.250
H 0.873 4.084 1.330
H 2.355 4.021 0.327
H -1.618 2.431 0.568
Br -2.744 0.987 4.250
C -1.024 0.288 4.606
C -0.345 0.747 5.747
C 0.879 0.185 6.109
C 1.413 -0.876 5.375
C 0.745 -1.336 4.240
C -0.416 -0.698 3.797
C -0.931 -1.081 2.425
O -0.701 -2.225 1.999
O -1.607 -0.150 1.802
H -0.795 1.541 6.337
H 1.406 0.580 6.988
H 2.347 -1.348 5.675
H 1.119 -2.185 3.662

Calculated values
Energy relative to the best compared isomer or geometry (same formula, charge and spin) (kcal per mole): 0.9
Spin multiplicity: 5
Electronic energy (eV): -108656.474
Expectation value of S²: 6.033
Net charge: +2
Frontier orbital gap (alpha / beta) (Eh): 0.236 / 0.166



Record 4
C2H3NOS3 in the gas phase at a distorted geometry. Source: the OMol25 dataset; level of theory: ωB97M-V/def2-TZVPD.

Atoms and positions in Å:
O 1.888 0.105 -1.493
C 0.687 0.471 -1.163
S -0.208 1.469 -2.068
C 0.183 -0.257 0.127
S 1.124 -1.358 0.861
N -1.016 0.134 0.469
S -1.917 -0.751 1.603
H 2.239 -0.553 -0.835
H -1.554 0.765 -0.183
H -1.427 -0.026 2.682

Calculated values
Structure (SMILES): OC(=S)C(=S)NS
Energy relative to the best compared isomer or geometry (same formula, charge and spin) (kcal per mole): 4.8
Electronic energy (eV): -38165.197
Frontier orbital gap (Eh): 0.296



Record 5
2 unconnected molecules or ions with the total composition C6H12O2 at a distorted geometry. Source: the OMol25 dataset; level of theory: ωB97M-V/def2-TZVPD.

Atoms and positions in Å:
C -2.062 2.707 -1.353
C -0.634 2.551 -1.059
C -0.026 1.419 -0.581
C -0.668 0.308 -0.088
C 0.082 -0.818 0.429
O 1.471 -0.696 0.266
C -0.451 -2.184 -0.054
H -2.440 3.643 -0.937
H -2.220 2.764 -2.437
H -2.671 1.879 -1.005
H -0.015 3.421 -1.260
H 1.056 1.383 -0.513
H -1.742 0.167 -0.147
H -0.031 -0.897 1.527
H -0.466 -2.275 -1.139
H -1.471 -2.362 0.274
H 0.194 -2.957 0.347
H 1.901 -1.177 1.001
H 2.749 -2.472 2.732
O 2.038 -2.506 2.061

Calculated values
Energy relative to the best compared isomer or geometry (same formula, charge and spin) (kcal per mole): 61.9
Spin multiplicity: 2
Electronic energy (eV): -10500.416
Expectation value of S²: 0.753
Net charge: +1
Frontier orbital gap (alpha / beta) (Eh): 0.291 / 0.289



Record 6
A molecular structure, C18H17AsCl3NO2PdS. Source: the OMol25 dataset; level of theory: ωB97M-V/def2-TZVPD.

Atoms and positions in Å:
Pd -0.043 0.296 0.338
O 1.251 -1.337 0.915
C 0.823 -2.286 0.135
O -0.047 -3.110 0.401
C 1.524 -2.368 -1.208
C 2.096 -3.577 -1.571
C 2.786 -3.712 -2.766
C 2.896 -2.635 -3.645
C 2.309 -1.434 -3.316
C 1.621 -1.275 -2.095
S 0.882 0.247 -1.808
H 1.987 -4.421 -0.902
H 3.235 -4.663 -3.021
H 3.426 -2.745 -4.580
H 2.364 -0.591 -3.992
Cl 0.941 -0.918 5.867
C 1.209 -1.331 4.155
Cl 0.411 -2.843 3.760
Cl 2.939 -1.407 3.825
C 0.613 -0.244 3.362
N 0.133 0.657 2.836
C -1.594 3.033 -1.637
As -1.878 1.821 -0.148
C -2.572 3.039 1.192
C -3.485 0.835 -0.702
C -4.636 1.698 -1.111
C -5.566 2.136 -0.169
C -6.616 2.965 -0.535
C -6.755 3.370 -1.855
C -5.841 2.935 -2.804
C -4.792 2.106 -2.433
H -2.488 3.626 -1.823
H -1.331 2.465 -2.529
H -0.760 3.690 -1.391
H -3.415 3.603 0.795
H -1.770 3.716 1.480
H -2.882 2.479 2.073
H -3.742 0.193 0.142
H -3.155 0.183 -1.512
H -5.472 1.814 0.862
H -7.330 3.289 0.211
H -7.575 4.014 -2.143
H -5.949 3.237 -3.837
H -4.089 1.762 -3.183

Calculated values
Energy relative to the best compared isomer or geometry (same formula, charge and spin) (kcal per mole): 0.7
Spin multiplicity: 3
Electronic energy (eV): -137246.696
Expectation value of S²: 2.026
Frontier orbital gap (alpha / beta) (Eh): 0.293 / 0.236



Record 7
A molecular structure, C4H6N4 at a distorted geometry. Source: the OMol25 dataset; level of theory: ωB97M-V/def2-TZVPD.

Atoms and positions in Å:
C -1.608 -0.701 -0.501
C -1.908 0.082 0.638
C 1.599 1.137 -0.031
C 2.673 0.091 -0.043
H -2.469 -0.728 -1.504
H -0.886 -1.582 -0.322
H -3.053 0.790 0.434
H -1.702 -0.301 1.898
H 1.314 2.126 -0.244
H 3.691 0.303 0.181
N -0.922 0.610 -0.409
N 0.387 0.304 -0.196
N 2.110 -1.074 0.018
N 0.775 -1.056 0.081

Calculated values
Energy relative to the best compared isomer or geometry (same formula, charge and spin) (kcal per mole): 181.4
Electronic energy (eV): -10198.073
Frontier orbital gap (Eh): 0.366



Record 8
5 unconnected molecules or ions with the total composition C20H30Cl8N2O3P at a distorted geometry. Source: the OMol25 dataset; level of theory: ωB97M-V/def2-TZVPD.

Atoms and positions in Å:
O -1.787 -0.123 1.129
P -0.386 -0.332 0.559
O -0.255 -1.553 -0.610
O 0.130 1.111 -0.188
C 0.828 -0.574 2.030
C 1.409 -2.008 2.158
C 2.350 -2.107 3.426
C 2.421 -0.758 4.169
C 3.320 -0.752 5.519
C 2.368 -1.378 6.680
C 1.210 -0.270 6.910
C -0.221 -0.408 6.330
C -1.286 0.727 6.561
C -0.852 1.969 7.376
C 0.582 2.094 7.986
C 1.636 0.988 7.756
N 1.814 0.478 3.843
N 1.021 0.583 2.784
H -0.004 -2.422 -0.229
H -0.660 1.678 -0.392
H 1.211 -2.892 1.475
H 2.871 -3.075 3.736
H 3.543 0.342 5.811
H 4.269 -1.359 5.343
H 2.934 -1.600 7.644
H 1.924 -2.364 6.271
H -0.552 -1.314 5.722
H -2.349 0.664 6.132
H -1.565 2.847 7.565
H 0.896 3.000 8.621
H 2.703 1.046 8.176
H 1.961 1.318 4.441
Cl -2.514 1.685 -2.833
C -2.486 -0.097 -2.844
C -1.846 -0.652 -4.100
Cl -2.845 -0.366 -5.547
H -3.511 -0.451 -2.724
H -1.914 -0.409 -1.970
H -1.726 -1.733 -4.008
H -0.861 -0.215 -4.277
Cl -0.880 -5.710 -6.628
C -0.255 -4.081 -6.989
C 0.839 -3.662 -6.028
Cl 0.216 -3.381 -4.382
H -1.095 -3.384 -6.970
H 0.138 -4.112 -8.007
H 1.286 -2.724 -6.362
H 1.629 -4.413 -5.968
Cl -3.331 2.599 0.350
C -2.712 4.230 -0.008
C -1.617 4.650 0.953
Cl -2.235 4.924 2.601
H -3.554 4.924 0.015
H -2.321 4.204 -1.027
H -1.174 5.590 0.621
H -0.824 3.901 1.009
Cl 1.373 1.215 -7.004
C 0.484 1.358 -8.541
C -0.151 0.047 -8.959
Cl 1.065 -1.166 -9.435
H 1.175 1.730 -9.299
H -0.291 2.112 -8.388
H -0.794 0.207 -9.826
H -0.759 -0.378 -8.158

Calculated values
Electronic energy (eV): -139806.312
Net charge: +1
Frontier orbital gap (Eh): 0.227



Record 9
2 unconnected molecules or ions with the total composition C2H4N4S at a distorted geometry. Source: the OMol25 dataset; level of theory: ωB97M-V/def2-TZVPD.

Atoms and positions in Å:
C 1.484 0.189 -0.010
C -0.885 0.522 -0.184
N 0.180 0.298 0.360
N 1.845 0.657 -1.128
N -1.974 0.434 -0.697
N -3.072 0.889 -1.060
S 0.710 -1.479 2.369
H 2.144 -0.152 0.716
H 2.843 0.611 -1.302
H 0.054 -2.575 2.897
H -3.328 0.606 -1.962

Calculated values
Energy relative to the best compared isomer or geometry (same formula, charge and spin) (kcal per mole): 132.6
Electronic energy (eV): -18928.803
Frontier orbital gap (alpha / beta) (Eh): 0.292 / 0.237



Record 10
A molecular structure, C10H12FO15Zn at a distorted geometry. Source: the OMol25 dataset; level of theory: ωB97M-V/def2-TZVPD.

Atoms and positions in Å:
Zn -4.010 19.561 -6.659
O -3.269 15.466 -5.655
C -3.806 16.672 -5.313
O -3.481 17.652 -6.106
O -4.506 16.800 -4.321
H -3.076 15.650 -6.594
O -8.234 19.917 -6.250
C -7.039 19.521 -5.761
O -6.035 19.627 -6.524
O -7.016 19.238 -4.543
H -8.836 19.747 -5.513
O -2.635 21.991 -3.525
C -3.453 20.909 -3.772
O -3.642 20.505 -4.964
O -3.881 20.320 -2.771
H -2.823 21.980 -2.563
C -4.215 15.584 -11.712
C -3.801 17.023 -11.553
C -4.629 18.194 -12.088
O -4.673 19.093 -10.974
C -4.237 18.519 -9.875
O -4.316 19.003 -8.790
O -3.792 17.268 -10.123
H -5.270 15.400 -11.498
H -3.631 14.920 -11.082
H -4.124 15.341 -12.776
H -2.771 17.162 -11.897
H -5.658 17.950 -12.338
H -3.949 18.640 -12.809
C 0.515 18.719 -9.539
C 0.878 20.155 -9.159
O -0.008 20.491 -8.153
C -0.961 19.546 -7.990
O -1.919 19.648 -7.319
O -0.635 18.458 -8.736
F 0.580 20.979 -10.233
H 1.226 17.943 -9.259
H 0.346 18.682 -10.614
H 1.891 20.345 -8.803

Calculated values
Energy relative to the best compared isomer or geometry (same formula, charge and spin) (kcal per mole): 31.5
Electronic energy (eV): -92416.553
Net charge: -1
Frontier orbital gap (Eh): 0.229



Record 11
2 unconnected molecules or ions with the total composition C4H13NPS at a distorted geometry. Source: the OMol25 dataset; level of theory: ωB97M-V/def2-TZVPD.

Atoms and positions in Å:
C -0.179 -2.049 0.555
C -1.127 0.739 -1.601
C -1.899 0.833 0.695
C 0.490 0.218 0.421
N -0.643 0.961 -0.193
P 3.469 -0.736 0.483
S 1.964 0.273 -0.554
H -1.175 -1.859 0.544
H 0.271 -2.304 1.495
H 0.507 -2.477 -0.204
H -1.563 1.700 -1.869
H -0.260 0.490 -2.197
H -1.880 -0.029 -1.455
H -2.595 1.518 0.345
H -2.343 -0.214 0.564
H -1.687 0.901 1.771
H 0.720 0.534 1.446
H -0.474 2.041 -0.137
H 4.073 -0.944 -0.778
H 4.331 0.405 0.668

Calculated values
Energy relative to the best compared isomer or geometry (same formula, charge and spin) (kcal per mole): 91.4
Electronic energy (eV): -25962.368
Net charge: +1
Frontier orbital gap (alpha / beta) (Eh): 0.310 / 0.310